ORCA calculation (ωB97M-V/def2-TZVPD) on a 2-piece molecular cluster, C4H13N2O overall.

```
20
Properties=species:S:1:pos:R:3
N -0.2941 2.9242 0.7822
C -0.8318 1.6054 1.1194
O -1.5131 0.9613 0.1450
H 0.0523 2.8972 -0.1940
H -1.0434 3.6434 0.7739
H 0.1065 1.0227 1.3549
H -1.3363 1.7909 2.1052
C 1.8566 -1.6662 0.1079
N 0.6654 -1.7060 -0.7978
C -0.5435 -1.9293 0.0030
C 0.5815 -0.4062 -1.4991
H 1.8706 -2.5924 0.7423
H 1.8608 -0.7751 0.8036
H 2.7785 -1.6548 -0.5122
H -1.4693 -1.8843 -0.5995
H -0.6428 -2.9746 0.3859
H -0.6710 -1.2073 0.8522
H -0.3682 -0.3682 -2.0622
H 1.3929 -0.2426 -2.2436
H 0.5983 0.5055 -0.8442
```

Values from the calculation:
gap between HOMO and LUMO: 6.5793 eV
maximum force: 2.010 eV/A
total charge: -1
energy: -344.907934 Ha
relative energy (zero: lowest compared OMol25 entry of this formula, charge and spin): 1.440 eV

***

ORCA calculation (ωB97M-V/def2-TZVPD) on one molecule with the formula C28H32N4O4.

```
68
Properties=species:S:1:pos:R:3
N 2.5440 -2.7966 -2.5604
C 3.2345 -2.3507 -1.4918
O 4.0164 -1.4229 -1.5733
C 3.0056 -3.1105 -0.1954
C 2.4789 -2.2079 0.9342
N 3.3370 -1.0483 1.0835
C 3.1754 -0.2009 2.1212
O 2.5902 -0.4980 3.1427
C 3.7813 1.1737 1.8546
C 3.1640 1.7194 0.5942
C 3.9209 1.8265 -0.5458
C 3.3669 2.2678 -1.7551
C 2.0478 2.6111 -1.8202
C 1.2301 2.5198 -0.6750
C -0.1336 2.8771 -0.7259
C -0.9319 2.7566 0.3756
C -0.3980 2.2688 1.5767
C 0.9245 1.9322 1.6652
C 1.7818 2.0517 0.5492
C 1.0594 -1.7255 0.7166
C 0.1078 -1.8522 1.7387
C -1.1444 -1.3142 1.6193
C -1.5563 -0.6184 0.4595
N -2.7775 -0.0877 0.3351
C -3.8503 -0.1178 1.3029
C -4.7574 1.0950 1.0636
C -5.8414 0.9538 -0.0070
C -5.4169 0.2734 -1.3082
C -5.0704 -1.2248 -1.1855
C -5.4621 -1.8576 0.1476
C -4.5622 -1.4842 1.3360
C -0.5942 -0.5196 -0.5844
N -0.8659 0.0751 -1.8295
O -0.0279 -0.0129 -2.7135
O -1.9478 0.6379 -2.0133
C 0.6966 -1.0355 -0.4128
H 1.8134 -3.4806 -2.4802
H 2.6054 -2.2703 -3.4183
H 3.9737 -3.5080 0.1168
H 2.3136 -3.9393 -0.3432
H 2.5079 -2.7672 1.8780
H 3.7687 -0.7152 0.2266
H 3.5867 1.8155 2.7144
H 4.8603 1.0735 1.7276
H 4.9685 1.5620 -0.5217
H 3.9950 2.3268 -2.6310
H 1.6060 2.9459 -2.7470
H -0.5370 3.2418 -1.6597
H -1.9740 3.0374 0.3258
H -1.0390 2.1679 2.4408
H 1.3107 1.5597 2.5998
H 0.3819 -2.3605 2.6502
H -1.8329 -1.4110 2.4420
H -2.9489 0.4145 -0.5309
H -3.3974 0.0186 2.2958
H -5.2486 1.3484 2.0055
H -4.1055 1.9334 0.8073
H -6.1880 1.9608 -0.2532
H -6.6981 0.4271 0.4130
H -4.5760 0.8119 -1.7485
H -6.2521 0.3812 -2.0040
H -4.0059 -1.3864 -1.3524
H -5.5937 -1.7659 -1.9768
H -6.5007 -1.6120 0.3691
H -5.4210 -2.9438 0.0339
H -3.7762 -2.2379 1.4228
H -5.1549 -1.5284 2.2519
H 1.3990 -0.8520 -1.2099
```

Values from the calculation:
gap between HOMO and LUMO: 7.6634 eV
maximum force: 1.368 eV/A
SMILES string: NC(=O)C[C@@H](NC(=O)Cc1cccc2ccccc12)c1ccc(NC2CCCCCC2)c([N+](=O)[O-])c1
energy: -1606.158484 Ha
relative energy (zero: lowest compared OMol25 entry of this formula, charge and spin): 2.752 eV

***

ORCA calculation (ωB97M-V/def2-TZVPD) on one molecule with the formula C3H2O2.

```
7
Properties=species:S:1:pos:R:3
C 1.0503 -0.0222 0.6216
C -0.5933 0.0463 -0.0879
C -1.1386 0.9682 -1.0634
O -1.7867 1.8843 -1.3346
O -0.7043 -0.1930 -1.5274
H 1.6907 -0.2947 -0.1436
H -1.2974 -0.4109 0.5592
```

Values from the calculation:
gap between HOMO and LUMO (spin up / spin down): 8.5266 / 8.5887 eV
maximum force: 5.794 eV/A
energy: -265.752311 Ha
relative energy (zero: lowest compared OMol25 entry of this formula, charge and spin): 5.414 eV

***

Question: Which formula does entry 1 have?
Answer: C4H13N2O

***

Question: Which value of maximum force does entry 3 give?
Answer: 5.794 eV/A